(w)
The following is a DFT calculation (ωB97M-V with the def2-TZVPD basis set) of an isolated molecule of C6H15N3.

Output
orbital gap = 8.785 eV

Geometry as ORCA input:
```
! RIJCOSX wB97M-V def2-TZVPD def2/J DEFGRID3
* xyz 0 1
H 2.27793 -2.47183 -0.38502
N 1.52028 -1.87949 -0.73152
C 1.16010 -1.00835 0.14660
C 2.03480 -0.72628 1.34160
N -0.40395 -0.82180 0.30988
C -1.26353 -1.45436 -0.69205
C -0.60739 0.54385 0.72231
C -2.02240 1.09149 0.58864
N 0.43924 1.27018 -0.05998
C 0.20669 1.56548 -1.46370
H 2.82639 -0.03932 1.02444
H 2.52502 -1.64400 1.67366
H 1.49795 -0.29935 2.18761
H -0.69632 -1.88783 -1.52561
H -1.93530 -0.76261 -1.20842
H -1.84474 -2.24623 -0.21114
H -0.33371 0.63637 1.77898
H -2.71617 0.42681 1.11278
H -2.09849 2.07993 1.05260
H -2.37817 1.14021 -0.44244
H 1.35072 1.51575 0.30571
H -0.71355 2.13380 -1.61414
H 0.14848 0.65871 -2.06632
H 1.02612 2.17888 -1.84446
*
```

Löwdin atomic charges, in units of e: atom 1 (H): 0.05, atom 2 (N): 0.10, atom 3 (C): -0.37, atom 4 (C): -0.05, atom 5 (N): -0.09, atom 6 (C): -0.10, atom 7 (C): -0.40, atom 8 (C): -0.05, atom 9 (N): -0.09, atom 10 (C): -0.11, atom 11 (H): 0.08, atom 12 (H): 0.08, atom 13 (H): 0.07, atom 14 (H): 0.07, atom 15 (H): 0.07, atom 16 (H): 0.08, atom 17 (H): 0.12, atom 18 (H): 0.09, atom 19 (H): 0.08, atom 20 (H): 0.06, atom 21 (H): 0.10, atom 22 (H): 0.07, atom 23 (H): 0.07, atom 24 (H): 0.08

(x)
The following is a DFT calculation (ωB97M-V with the def2-TZVPD basis set) of C6H15N3 as an isolated structure.

Output
orbital gap = 8.284 eV

Geometry as ORCA input:
```
! RIJCOSX wB97M-V def2-TZVPD def2/J DEFGRID3
* xyz 0 1
C -1.21690 0.37698 0.48075
C -2.57784 -0.14407 0.04961
C -1.09118 1.85184 0.48918
C -0.71206 -0.28616 1.75060
N -0.12397 -0.18409 -0.71639
H -0.17133 -1.19632 -0.72705
H -0.47787 0.16149 -1.60214
H 0.31021 0.02425 1.95565
H -2.56571 -1.22758 -0.08951
H -3.31863 0.09479 0.81400
H -2.89985 0.32515 -0.88005
H -1.71803 2.34298 -0.25208
H -1.24766 2.28664 1.47584
H 0.01195 2.08597 0.17006
H -1.34020 0.00972 2.59161
H -0.73601 -1.37330 1.66871
C 2.72614 -1.48573 -1.29717
N 2.40006 -0.49895 -0.27943
C 1.59024 0.56314 -0.61616
N 1.56480 1.76209 -0.58444
H 3.18772 -0.19857 0.28080
H 3.41239 -1.10452 -2.06413
H 1.82080 -1.82573 -1.80250
H 3.17291 -2.36000 -0.81574
*
```

Löwdin atomic charges, in units of e: atom 1 (C): -0.53, atom 2 (C): -0.06, atom 3 (C): -0.09, atom 4 (C): -0.05, atom 5 (N): 0.09, atom 6 (H): 0.09, atom 7 (H): 0.10, atom 8 (H): 0.08, atom 9 (H): 0.08, atom 10 (H): 0.09, atom 11 (H): 0.08, atom 12 (H): 0.08, atom 13 (H): 0.08, atom 14 (H): 0.05, atom 15 (H): 0.09, atom 16 (H): 0.08, atom 17 (C): -0.12, atom 18 (N): -0.08, atom 19 (C): -0.48, atom 20 (N): 0.07, atom 21 (H): 0.12, atom 22 (H): 0.08, atom 23 (H): 0.07, atom 24 (H): 0.08

Energies relative to the minimum, hartree: (w) 0.0000; (x) 0.0092

(w)
The following is a DFT calculation (ωB97M-V with the def2-TZVPD basis set) of a 6-piece molecular cluster, H11O5S overall.

Output
orbital gap = 7.376 eV

Geometry as ORCA input:
```
! RIJCOSX wB97M-V def2-TZVPD def2/J DEFGRID3
* xyz -1 1
S -0.10611 -1.35825 -0.85123
H -0.84154 -1.37303 0.23682
H 1.26726 1.21925 2.35056
H 0.97570 -0.21845 1.96378
O 0.88851 0.41856 2.70288
H -0.88702 1.92070 -2.28129
H -1.15097 1.30154 -0.85961
O -1.45163 1.93880 -1.51853
H -4.50270 2.08549 -1.18458
H -4.84684 3.27725 -2.01082
O -5.20081 2.74041 -1.28140
H 1.49502 -2.78350 1.50494
H 1.55976 -2.14352 0.08640
O 2.10700 -2.36770 0.90880
H 3.84874 -0.04109 -0.08391
H 3.28566 -1.07685 0.99492
O 3.83779 -0.28541 0.83548
*
```

Löwdin atomic charges, in units of e: atom 1 (S): 0.01, atom 2 (H): -0.40, atom 3 (H): 0.02, atom 4 (H): 0.00, atom 5 (O): -0.09, atom 6 (H): 0.01, atom 7 (H): -0.03, atom 8 (O): -0.10, atom 9 (H): 0.02, atom 10 (H): 0.04, atom 11 (O): -0.08, atom 12 (H): 0.02, atom 13 (H): -0.13, atom 14 (O): -0.19, atom 15 (H): 0.01, atom 16 (H): -0.02, atom 17 (O): -0.10

(x)
The following is a DFT calculation (ωB97M-V with the def2-TZVPD basis set) of a 6-piece molecular cluster, H11O5S overall.

Output
orbital gap = 7.632 eV

Geometry as ORCA input:
```
! RIJCOSX wB97M-V def2-TZVPD def2/J DEFGRID3
* xyz -1 1
S -0.06151 -1.31499 -0.87945
H -0.70981 -1.50119 0.20744
H 1.29461 1.17802 2.38571
H 1.26847 -0.17653 1.84167
O 0.86136 0.39873 2.64321
H -0.67758 1.88340 -2.15606
H -0.98834 1.13851 -1.10076
O -1.37388 1.92118 -1.49678
H -4.64736 2.17610 -1.07440
H -4.88342 3.30779 -2.09796
O -5.27095 2.83029 -1.29892
H 1.66021 -2.80564 1.62141
H 1.26328 -2.10250 0.34275
O 2.11224 -2.38019 0.91138
H 3.73094 -0.23453 -0.10282
H 2.97529 -1.03827 0.97461
O 3.75845 -0.36819 0.89481
*
```

Löwdin atomic charges, in units of e: atom 1 (S): 0.09, atom 2 (H): -0.40, atom 3 (H): -0.02, atom 4 (H): 0.07, atom 5 (O): -0.11, atom 6 (H): 0.01, atom 7 (H): -0.08, atom 8 (O): -0.11, atom 9 (H): -0.01, atom 10 (H): 0.07, atom 11 (O): -0.08, atom 12 (H): 0.02, atom 13 (H): -0.13, atom 14 (O): -0.19, atom 15 (H): 0.05, atom 16 (H): -0.02, atom 17 (O): -0.18

Energies relative to the minimum, hartree: (w) 0.0000; (x) 0.0257